# 1
15
Properties=species:S:1:pos:R:3:forces:R:3 method="wB97M-V/def2-TZVPD" e_above_lowest_kcal_mol=46.2 smiles=C[C@@]1(Cl)C[C@@]1(C)Cl charge=0 e_tot_ev=-30357.876
C 0.0175 0.0590 1.1557 -1.9 0.1 2.6
C -0.5908 -0.3603 -0.1173 0.8 -5.0 -1.0
C 0.6226 0.4215 -0.1401 0.6 1.7 0.1
C -0.4717 -2.0130 -0.3952 0.8 4.2 0.4
C 0.5817 1.8771 -0.3886 -3.4 1.9 -1.1
Cl -2.0732 0.2660 -0.5766 -1.9 0.9 -0.9
Cl 2.1721 -0.1855 -0.6062 0.7 -0.9 -0.3
H -0.6201 0.7825 1.7561 1.3 -0.4 -1.0
H 0.2976 -0.7488 1.8123 0.7 -0.2 -0.2
H -1.0188 -2.3400 0.3998 -1.8 -1.4 2.1
H 0.5448 -2.2922 -0.1751 0.4 -0.2 -0.6
H -0.9334 -2.3310 -1.2964 0.1 -0.1 -1.0
H 0.3843 2.2721 -1.4096 0.8 -1.1 -0.1
H 1.4945 2.2752 -0.0372 0.6 1.0 0.7
H -0.4070 2.3175 0.0185 1.9 -0.5 0.4

---

# 2
19
Properties=species:S:1:pos:R:3:forces:R:3 method="wB97M-V/def2-TZVPD" e_above_lowest_kcal_mol=46.2 charge=+1 e_tot_ev=-36867.994
C -0.7590 1.9839 -0.2114 1.8 -0.4 0.8
C 1.4886 1.2356 -0.2054 -0.2 0.7 -0.5
C -1.4807 1.2855 0.6573 -2.5 -1.7 -0.8
C 0.2345 -0.8648 0.0548 -0.9 -1.9 0.2
C -1.3138 -2.7482 -0.0714 -4.7 -0.1 -1.4
N 0.6382 2.1488 -0.1326 -0.8 0.0 0.8
N 1.0682 -0.1565 -0.6659 -0.8 0.9 -0.3
N 2.7987 1.4654 -0.0671 0.9 -0.4 0.1
O -0.7237 -1.5799 -0.5394 2.6 2.6 -0.1
Cl 0.5085 -1.1661 1.6647 0.8 0.2 0.7
Cl -2.2289 -2.6513 1.4768 0.4 0.1 -0.5
H -1.0524 2.5416 -1.0466 -1.4 0.4 -1.1
H -1.0835 0.8497 1.5640 0.2 0.3 -0.1
H -2.5559 0.8893 0.4003 2.0 1.6 0.6
H -2.1913 -2.7298 -0.8919 2.1 -1.2 1.9
H -0.6793 -3.6110 -0.0505 0.5 -0.2 -0.1
H 0.6845 -0.1171 -1.6160 0.5 0.1 -0.1
H 3.1683 2.4025 0.0866 -0.7 -0.3 0.0
H 3.4789 0.8223 -0.4063 0.2 -0.6 -0.1

---

# 3
16
Properties=species:S:1:pos:R:3:forces:R:3 method="wB97M-V/def2-TZVPD" e_above_lowest_kcal_mol=42.8 charge=0 e_tot_ev=-32404.517
C -1.4709 0.9402 -0.2302 -0.6 0.0 -4.0
C -1.1947 -0.5248 -0.4787 1.3 -0.3 -0.1
C -0.2990 -0.9632 0.5954 2.1 -1.8 4.9
C 1.0687 -0.8854 0.7659 -1.5 1.0 -0.8
C 1.8619 -0.0867 -0.2417 0.9 -0.5 1.3
H -0.2714 2.4196 0.4435 0.9 -4.2 -3.8
H -1.9409 1.1003 0.6872 -0.9 0.2 1.5
H -2.1117 1.3225 -1.1249 0.7 -0.4 1.7
H -0.5291 -0.5914 -1.3774 -1.5 -0.2 -0.1
H -0.8337 -1.3066 1.5658 0.7 0.2 -1.8
H 1.7142 -1.2067 1.6415 -1.6 0.2 -0.9
H 1.3224 -0.0218 -1.1725 0.4 0.4 -0.2
H 2.1488 0.9177 0.2187 -0.3 -1.4 -1.0
O -0.1757 1.5025 -0.3151 -1.0 5.6 4.1
Cl -2.6810 -1.5680 -0.4385 0.7 0.7 -0.6
Cl 3.3921 -1.0483 -0.5390 -0.1 0.5 -0.2

---

# 4
18
Properties=species:S:1:pos:R:3:forces:R:3 method="wB97M-V/def2-TZVPD" charge=+3 e_tot_ev=-39102.269
C 2.5063 0.5995 -0.0151 1.6 1.0 0.7
O 1.7579 1.8294 0.3205 -4.6 -2.6 0.4
C 0.3523 1.5322 0.6715 0.9 3.8 8.0
O -0.1118 1.9506 1.8819 2.8 -3.2 -8.3
C -0.7394 0.7781 -0.2979 -0.7 1.1 -3.0
Cl -2.3271 1.7337 -0.2667 2.8 -1.6 0.0
C -0.8833 -0.8235 0.0216 -1.3 -2.3 1.3
C -2.4208 -1.3626 0.2023 0.2 -1.3 0.8
Cl 0.0316 -1.3450 1.5893 -1.3 0.9 -2.0
H 3.2247 0.3529 0.8792 -1.5 0.2 -1.3
H 1.8401 -0.2945 -0.3716 0.6 1.8 2.3
H 3.2164 0.8888 -0.9280 -1.0 0.6 2.8
H -0.3106 0.8617 -1.4087 -1.1 0.2 2.3
H -0.4016 -1.4645 -0.8584 -0.3 1.7 1.5
H -2.3799 -2.5434 0.0341 0.2 2.4 0.4
H -3.1897 -0.9538 -0.5794 1.5 -0.1 1.4
H -2.7755 -1.2331 1.3318 0.4 0.0 -2.5
Tl 2.6103 -0.5063 -2.2063 0.7 -2.5 -5.0

---

# 5
29
Properties=species:S:1:pos:R:3:forces:R:3 method="wB97M-V/def2-TZVPD" e_above_lowest_kcal_mol=0.0 charge=-1 e_tot_ev=-65176.472
Li -1.2946 -0.4994 -0.9588 0.2 -0.3 0.9
O 0.0933 -2.5949 -2.8783 0.0 0.0 0.7
Cl 0.0184 -2.4238 -1.4535 0.3 -0.5 -0.3
O 0.7528 -3.4706 -0.7739 -0.3 0.5 -0.2
O -1.3774 -2.4154 -1.0045 0.6 -0.2 -0.4
O 0.5621 -1.1047 -1.0738 -0.1 -0.6 -0.2
C 1.0072 1.5663 1.6469 0.2 -0.1 0.2
N 1.3282 0.1586 1.7765 -0.1 0.1 -0.3
C 2.6917 -0.3344 1.6378 -0.2 0.0 0.1
C 2.4920 -1.8436 1.4641 -0.3 0.0 0.0
N 1.0951 -2.0239 1.8789 0.2 -0.1 -0.1
C 0.4242 -0.8363 1.8547 0.2 0.2 0.2
S -1.2382 -0.6703 1.9672 0.1 0.1 -0.1
H 1.7085 2.0248 0.9472 0.0 0.0 0.0
H 1.0744 2.0843 2.6077 0.0 0.0 0.0
H 0.0042 1.6826 1.2583 -0.2 0.0 -0.1
H 3.2803 -0.1017 2.5307 0.0 0.0 0.0
H 3.1774 0.1232 0.7762 0.0 0.0 0.0
H 3.1605 -2.4211 2.0998 0.0 0.0 0.0
H 2.6271 -2.1537 0.4285 0.0 0.0 0.0
H 0.5964 -2.8014 1.4754 -0.1 -0.1 0.0
F -3.5808 3.9036 -2.0460 -0.1 0.2 -0.1
C -3.0213 2.8331 -2.6146 0.1 -0.2 -0.1
F -1.9691 3.2395 -3.3380 -0.2 0.1 -0.1
F -3.9168 2.2769 -3.4437 0.1 0.2 0.0
S -2.5071 1.6332 -1.3448 -0.2 0.2 -0.1
O -1.4520 2.2986 -0.6129 -0.1 -0.1 -0.1
O -3.7211 1.3463 -0.6257 0.1 0.0 -0.1
O -2.0154 0.5244 -2.1816 -0.4 0.6 0.0

---

# 6
15
Properties=species:S:1:pos:R:3:forces:R:3 method="wB97M-V/def2-TZVPD" e_above_lowest_kcal_mol=0.0 smiles="C/C(Cl)=C(/C)CI" charge=0 e_tot_ev=-25936.641
C -0.1107 -0.3998 0.3337 -1.3 0.6 -1.5
C -0.8471 0.6332 -0.1128 1.2 0.9 0.1
C -0.4025 -1.1575 1.5568 -3.1 -2.9 -0.9
C -0.4143 1.4942 -1.2676 -2.9 3.2 0.3
C 1.1241 -0.8152 -0.3789 0.4 -0.5 -2.5
Cl -2.1804 1.3358 0.7816 0.1 -0.5 -0.1
I 2.9174 0.2462 0.1228 0.1 0.3 0.2
H -0.2739 -2.3223 1.4061 0.1 2.4 0.4
H 0.3404 -0.7320 2.1304 1.4 0.2 2.7
H -1.4905 -1.0346 1.9352 2.1 0.2 -0.4
H 0.1292 0.9237 -1.9301 1.6 -0.8 -1.4
H 0.0157 2.5559 -1.0616 -0.1 -2.2 0.3
H -1.3301 1.8557 -1.8566 0.9 -0.9 0.7
H 1.1153 -0.7507 -1.5446 -0.3 -0.1 2.3
H 1.4074 -1.8326 -0.1145 -0.2 0.0 -0.1